(1)
DFT (ωB97M-V/def2-TZVPD) results for a molecular structure, C54H40AsN5O4Sc.

Geometry as ORCA input:
```
! RIJCOSX wB97M-V def2-TZVPD def2/J DEFGRID3
* xyz -1 1
Sc -0.18 -0.02 -0.13
C 7.74 -0.36 0.27
C 6.92 -1.22 -0.45
C 5.54 -1.11 -0.36
C 4.95 -0.14 0.46
C 5.79 0.71 1.18
C 7.17 0.60 1.09
C 3.46 -0.01 0.53
C 2.75 -1.12 0.98
C 3.37 -2.30 1.52
C 2.38 -3.19 1.76
C 1.14 -2.54 1.40
N 1.39 -1.26 0.98
C -0.13 -3.12 1.56
C -1.21 -2.29 1.94
C -2.16 -2.64 2.97
C -2.93 -1.54 3.18
C -2.46 -0.52 2.29
C -3.01 0.75 2.21
C -4.30 0.99 2.92
C -5.44 0.26 2.60
C -6.64 0.47 3.27
C -6.72 1.41 4.28
C -5.59 2.14 4.62
C -4.39 1.93 3.95
C -2.42 1.83 1.54
N -1.18 1.82 0.99
C -0.96 3.08 0.52
C 0.22 3.54 -0.06
C 0.25 4.92 -0.62
C 0.38 5.10 -2.00
C 0.40 6.37 -2.55
C 0.28 7.49 -1.73
C 0.15 7.33 -0.36
C 0.13 6.05 0.19
C 1.39 2.78 -0.15
C 2.67 3.32 -0.55
C 3.58 2.34 -0.37
C 2.87 1.20 0.15
N 1.54 1.48 0.24
C -2.13 3.90 0.73
C -3.04 3.12 1.38
N -1.39 -0.99 1.56
C -0.29 -4.59 1.31
C -1.49 -5.28 1.56
C -1.64 -6.63 1.25
C -0.61 -7.33 0.64
C 0.55 -6.64 0.30
C 0.69 -5.30 0.61
H 8.82 -0.44 0.19
H 7.36 -1.97 -1.10
H 4.90 -1.77 -0.92
H 5.34 1.45 1.84
H 7.80 1.27 1.67
H 4.42 -2.42 1.73
H 2.46 -4.16 2.23
H -2.16 -3.55 3.54
H -3.71 -1.41 3.92
H -5.39 -0.48 1.80
H -7.52 -0.10 2.99
H -7.66 1.58 4.80
H -5.63 2.88 5.42
H -3.50 2.49 4.21
H 0.44 4.22 -2.63
H 0.50 6.49 -3.62
H 0.28 8.49 -2.17
H 0.06 8.20 0.28
H 0.05 5.93 1.26
H 2.84 4.33 -0.89
H 4.64 2.39 -0.56
H -2.26 4.91 0.39
H -4.04 3.39 1.68
H -2.35 -4.77 1.95
H -2.58 -7.12 1.46
H -0.73 -8.37 0.38
H 1.33 -7.14 -0.26
H 1.55 -4.78 0.22
O -2.34 2.76 -2.46
C -1.89 1.68 -2.11
O -0.69 1.40 -1.72
C -2.71 0.41 -2.22
C -3.74 0.21 -3.12
C -4.12 -1.10 -3.38
C -3.42 -2.15 -2.80
C -2.42 -1.84 -1.90
N -2.15 -0.60 -1.56
C -1.31 -2.79 -1.48
O -1.41 -3.99 -1.73
O -0.30 -2.17 -0.98
H -4.17 1.06 -3.64
H -4.91 -1.31 -4.09
H -3.59 -3.19 -3.06
C 3.26 0.19 -3.22
As 1.67 -0.63 -2.44
C 0.56 -0.58 -4.05
C 2.26 -2.49 -2.58
H 3.49 -0.30 -4.17
H 4.11 0.09 -2.55
H 3.08 1.25 -3.39
H 1.10 -1.00 -4.90
H 0.27 0.45 -4.25
H -0.35 -1.16 -3.87
H 2.88 -2.63 -3.46
H 1.38 -3.13 -2.63
H 2.82 -2.77 -1.68
*
```

Summary:
* orbital gap (alpha / beta): 5.38 / 5.38 eV

(2)
DFT (ωB97M-V/def2-TZVPD) results for a molecular structure, C5H9NO.

Geometry as ORCA input:
```
! RIJCOSX wB97M-V def2-TZVPD def2/J DEFGRID3
* xyz 0 1
C 0.23 0.88 -1.89
C 0.56 0.22 -0.59
O 1.22 1.09 0.36
C -0.55 -0.07 0.45
C -1.15 -1.46 0.56
C 0.52 0.46 1.38
N 0.95 0.33 2.55
H -0.28 0.16 -2.53
H 1.15 1.21 -2.38
H -0.42 1.75 -1.72
H 1.20 -0.67 -0.72
H 1.84 0.82 2.44
H -1.32 0.70 0.35
H -1.69 -1.59 1.50
H -0.38 -2.23 0.50
H -1.86 -1.61 -0.26
*
```

Summary:
* orbital gap: 11.02 eV

(3)
DFT (ωB97M-V/def2-TZVPD) results for 3 unconnected molecules or ions with the total composition C3H14N2O3.

Geometry as ORCA input:
```
! RIJCOSX wB97M-V def2-TZVPD def2/J DEFGRID3
* xyz 0 1
C 0.92 -0.83 -0.18
C -0.31 -0.77 -1.08
O -0.03 -1.74 -2.16
N 1.37 0.53 0.22
C 0.79 0.90 1.52
N -0.67 0.93 1.78
H 1.75 -1.09 -0.83
H 0.87 -1.51 0.69
H -1.25 -1.04 -0.56
H -0.51 0.28 -1.41
H 0.29 -1.23 -2.91
H 1.06 1.27 -0.44
H 0.97 1.96 1.67
H 1.22 0.15 2.20
H -1.17 0.09 1.56
H -1.15 1.67 1.27
H 0.69 3.19 -1.27
H -0.71 3.33 -0.54
O -0.24 2.91 -1.27
H -0.82 -3.19 0.03
H -1.90 -2.60 0.79
O -1.18 -3.22 0.93
*
```

Summary:
* SMILES: NCNCCO.O.O
* orbital gap: 9.18 eV

(4)
DFT (ωB97M-V/def2-TZVPD) results for 2 unconnected molecules or ions with the total composition CH2N3O2P.

Geometry as ORCA input:
```
! RIJCOSX wB97M-V def2-TZVPD def2/J DEFGRID3
* xyz 0 1
C 0.34 -0.39 3.41
N 1.11 -0.96 2.71
N -1.10 1.32 -2.46
N -0.07 -0.27 -0.58
O -1.06 -0.94 -0.66
O 0.99 -0.41 -0.01
P -0.28 1.54 -1.20
H 1.31 -1.78 2.14
H -1.24 1.89 -3.35
*
```

Summary:
* orbital gap: 8.59 eV

(5)
DFT (ωB97M-V/def2-TZVPD) results for a molecular structure, C39H44AsNO3PRuS6Se.

Geometry as ORCA input:
```
! RIJCOSX wB97M-V def2-TZVPD def2/J DEFGRID3
* xyz -2 2
Ru 0.88 -0.25 -0.26
O 3.25 -0.68 1.43
N 2.62 -1.29 0.39
C 3.08 -2.47 0.24
C 2.76 -3.39 -0.86
C 3.53 -4.56 -0.89
C 3.36 -5.49 -1.89
C 2.41 -5.27 -2.88
C 1.64 -4.12 -2.84
C 1.79 -3.16 -1.84
P 0.61 -1.73 -1.84
C 0.81 -1.08 -3.54
C -0.10 -0.13 -3.97
C 0.04 0.45 -5.22
C 1.09 0.10 -6.05
C 2.03 -0.82 -5.61
C 1.89 -1.41 -4.36
C -0.88 -2.82 -2.02
C -1.63 -2.90 -3.19
C -2.69 -3.79 -3.30
C -3.02 -4.62 -2.23
C -2.27 -4.56 -1.06
C -1.21 -3.67 -0.96
H 2.83 0.23 1.49
H 3.84 -2.80 0.94
H 4.27 -4.71 -0.12
H 3.97 -6.39 -1.89
H 2.27 -5.99 -3.67
H 0.89 -3.97 -3.61
H -0.91 0.19 -3.31
H -0.66 1.23 -5.52
H 1.21 0.58 -7.01
H 2.89 -1.07 -6.22
H 2.65 -2.10 -4.02
H -1.40 -2.24 -4.02
H -3.27 -3.82 -4.21
H -3.85 -5.30 -2.31
H -2.52 -5.20 -0.22
H -0.65 -3.61 -0.04
S 1.70 4.42 -0.33
As 0.97 2.80 -1.55
S -0.63 1.65 -0.49
S 2.37 1.10 -1.61
S 0.22 3.44 -3.44
O 1.83 1.52 1.57
S 1.47 2.32 2.79
C 0.03 3.32 2.31
C -0.09 4.51 3.21
C 0.75 5.60 3.02
C 0.67 6.70 3.86
C -0.25 6.72 4.90
C -1.10 5.64 5.09
C -1.02 4.54 4.25
C 0.60 1.22 3.93
C 1.56 0.40 4.74
C 1.72 -0.96 4.49
C 2.62 -1.71 5.24
C 3.37 -1.11 6.24
C 3.22 0.25 6.49
C 2.32 0.99 5.75
H -0.85 2.69 2.31
H 0.29 3.61 1.28
H 1.45 5.58 2.19
H 1.33 7.55 3.70
H -0.31 7.58 5.56
H -1.83 5.65 5.89
H -1.69 3.70 4.38
H -0.06 0.61 3.30
H 0.01 1.87 4.58
H 1.15 -1.42 3.69
H 2.74 -2.76 5.03
H 4.08 -1.69 6.82
H 3.81 0.73 7.27
H 2.21 2.06 5.94
C -3.60 3.74 -0.04
C -4.17 2.34 0.19
C -4.18 1.50 -1.10
S -3.25 -0.04 -0.98
O -2.95 -0.42 -2.40
C -4.60 -1.16 -0.55
C -5.21 -0.94 0.83
C -4.21 -1.09 1.96
H -3.60 4.33 0.88
H -4.20 4.28 -0.79
H -2.58 3.68 -0.42
H -5.18 2.42 0.59
H -3.56 1.83 0.95
H -3.66 2.02 -1.90
H -5.19 1.26 -1.44
H -4.13 -2.15 -0.63
H -5.34 -1.07 -1.36
H -6.02 -1.67 0.96
H -5.68 0.04 0.86
H -3.72 -2.06 1.93
H -4.70 -0.98 2.93
H -3.40 -0.36 1.90
Se -0.46 -1.37 1.41
*
```

Summary:
* orbital gap (alpha / beta): 5.37 / 5.29 eV

(6)
DFT (ωB97M-V/def2-TZVPD) results for a molecular structure, C16H16N2O5ReS2.

Geometry as ORCA input:
```
! RIJCOSX wB97M-V def2-TZVPD def2/J DEFGRID3
* xyz 2 2
Re -1.03 0.10 -0.09
O -1.75 0.37 3.78
C -1.07 0.23 2.83
O -1.58 -0.36 1.66
C 0.40 0.62 2.70
C 1.18 -0.40 1.88
C 2.68 -0.21 1.97
C 2.92 1.10 1.18
C 1.52 1.48 0.73
O 0.91 0.11 0.48
C 0.64 1.95 1.88
C -0.65 2.60 1.38
O -1.19 3.53 1.84
O -1.17 1.96 0.24
H 0.79 0.71 3.71
H 0.83 -1.43 1.93
H 2.99 -0.15 3.01
H 3.20 -1.05 1.51
H 3.35 1.89 1.78
H 3.56 0.93 0.32
H 1.45 2.05 -0.19
H 1.14 2.70 2.50
C -1.36 -3.43 1.16
C -1.20 -3.11 -0.29
N -1.07 -1.90 -0.84
C -0.96 -1.99 -2.23
C -0.99 -3.25 -2.71
S -1.18 -4.36 -1.43
C -0.83 -0.73 -2.95
C -0.74 -0.51 -4.28
S -0.64 1.17 -4.58
C -0.72 1.53 -2.94
N -0.82 0.43 -2.18
C -0.71 2.94 -2.47
H -1.64 -2.56 1.74
H -0.43 -3.85 1.56
H -2.13 -4.20 1.29
H -0.92 -3.58 -3.74
H -0.72 -1.23 -5.08
H -0.73 3.62 -3.32
H 0.20 3.15 -1.89
H -1.57 3.15 -1.83
*
```

Summary:
* orbital gap (alpha / beta): 6.52 / 6.91 eV

(7)
DFT (ωB97M-V/def2-TZVPD) results for a single C3H5ClS molecule.

Geometry as ORCA input:
```
! RIJCOSX wB97M-V def2-TZVPD def2/J DEFGRID3
* xyz 0 1
C 0.64 -0.25 -0.90
C 0.83 -0.40 0.65
C -0.49 -0.08 -0.02
S -1.05 1.76 0.12
Cl -2.00 -1.17 0.10
H 0.99 0.63 -1.42
H 0.59 -1.12 -1.68
H 1.08 -1.51 0.85
H 1.22 0.46 1.20
H -1.80 1.68 1.10
*
```

Summary:
* SMILES: SC1(Cl)CC1
* orbital gap: 10.26 eV

(8)
DFT (ωB97M-V/def2-TZVPD) results for a molecular structure, C24H38Cl3NO15Zr.

Geometry as ORCA input:
```
! RIJCOSX wB97M-V def2-TZVPD def2/J DEFGRID3
* xyz 2 1
Zr -0.36 -2.79 0.80
C -4.53 0.12 0.66
C -3.14 0.43 0.01
C -3.06 1.92 -0.34
C -3.00 2.86 0.87
C -1.70 2.60 1.59
C -1.67 1.08 2.00
N -1.96 0.17 0.90
O -1.81 -1.19 1.26
C -2.51 0.91 3.29
C -0.20 0.84 2.38
C -2.91 -0.37 -1.29
H -5.35 0.17 -0.06
H -4.73 0.83 1.45
H -4.59 -0.89 1.06
H -3.95 2.14 -0.92
H -2.21 2.11 -1.00
H -3.90 2.76 1.47
H -3.07 3.88 0.48
H -1.67 3.24 2.47
H -0.83 2.88 0.99
H -3.50 0.46 3.17
H -2.82 1.82 3.81
H -1.95 0.37 4.06
H 0.06 1.49 3.21
H 0.57 1.09 1.64
H 0.00 -0.19 2.68
H -3.15 -1.44 -1.18
H -1.90 -0.43 -1.69
H -3.62 -0.06 -2.06
C 1.52 -0.01 -1.81
C 0.94 -1.10 -0.94
O 1.13 -1.24 0.33
O 0.04 -1.93 -1.26
H 1.36 -0.25 -2.86
H 2.60 -0.07 -1.67
H 1.15 0.95 -1.45
C 4.32 2.04 0.26
Cl 5.02 0.59 -0.54
Cl 3.29 1.35 1.53
Cl 3.36 2.88 -0.98
H 5.13 2.62 0.68
C 4.64 -2.52 -2.01
C 4.61 -2.35 -3.53
O 5.93 -1.87 -3.85
C 6.75 -2.17 -2.87
O 7.94 -2.20 -2.88
O 6.04 -2.65 -1.82
H 4.06 -3.41 -1.74
H 4.34 -1.72 -1.33
H 3.86 -1.64 -3.87
H 4.45 -3.27 -4.10
C -3.26 -4.20 -3.83
C -3.14 -5.62 -3.33
O -2.95 -5.35 -1.93
C -2.39 -4.20 -1.76
O -1.74 -3.88 -0.77
O -2.51 -3.47 -2.86
H -4.30 -3.86 -3.79
H -3.00 -3.86 -4.83
H -2.20 -6.11 -3.60
H -3.91 -6.32 -3.64
C 0.61 4.62 -1.53
C 1.32 5.97 -1.31
O 0.65 6.81 -2.24
C -0.53 6.23 -2.62
O -1.40 6.80 -3.18
O -0.63 4.99 -2.15
H 0.22 4.13 -0.63
H 1.26 3.90 -2.02
H 2.37 5.79 -1.54
H 1.29 6.32 -0.28
C 1.46 -2.15 6.16
C 2.00 -0.92 5.53
O 1.72 -1.15 4.15
C 1.02 -2.26 3.97
O 0.62 -2.63 2.87
O 0.79 -2.87 5.10
H 0.79 -2.05 7.01
H 2.33 -2.75 6.41
H 3.04 -0.69 5.76
H 1.44 -0.06 5.90
*
```

Summary:
* orbital gap: 5.82 eV

(9)
DFT (ωB97M-V/def2-TZVPD) results for 2 unconnected molecules or ions with the total composition CH3OPS.

Geometry as ORCA input:
```
! RIJCOSX wB97M-V def2-TZVPD def2/J DEFGRID3
* xyz 0 3
C 1.53 0.16 0.24
O -2.22 0.63 0.36
P -0.10 -0.45 -0.08
S -3.56 0.27 -0.12
H 1.66 0.52 1.26
H 2.32 -0.01 -0.40
H 0.37 -1.13 -1.26
*
```

Summary:
* orbital gap (alpha / beta): 9.27 / 7.70 eV

(10)
DFT (ωB97M-V/def2-TZVPD) results for 2 unconnected molecules or ions with the total composition H4N2O2Si.

Geometry as ORCA input:
```
! RIJCOSX wB97M-V def2-TZVPD def2/J DEFGRID3
* xyz 0 1
N -0.37 -1.06 0.05
N -1.54 1.66 -0.18
O -2.39 1.45 0.72
O -1.57 2.63 -0.86
Si 0.05 0.58 -0.30
H -0.89 -1.39 0.76
H 0.32 -1.68 -0.25
H 0.47 0.55 -1.69
H 1.02 1.51 1.21
*
```

Summary:
* orbital gap: 10.04 eV

(11)
DFT (ωB97M-V/def2-TZVPD) results for 5 unconnected molecules or ions with the total composition C22H36Cl10F2NSi.

Geometry as ORCA input:
```
! RIJCOSX wB97M-V def2-TZVPD def2/J DEFGRID3
* xyz 1 1
C 1.92 -0.39 2.95
C 2.41 -0.25 1.48
Cl 2.91 -1.77 0.69
C 2.50 0.94 0.80
Cl 3.13 0.84 -0.88
N 2.13 2.21 1.44
C 1.12 3.02 0.70
F 1.57 3.45 -0.54
F 0.95 4.20 1.44
C -0.29 2.35 0.57
C -1.30 2.80 1.69
Si -2.94 1.81 1.76
C -3.07 1.14 3.56
C -4.42 3.01 1.58
C -3.03 0.30 0.62
C -2.44 0.17 -0.73
C -2.53 -1.07 -1.53
C -3.23 -2.23 -1.01
C -3.87 -2.14 0.31
C -3.77 -0.90 1.10
H 2.80 -0.35 3.65
H 1.14 0.37 3.24
H 1.47 -1.41 3.05
H 3.00 2.79 1.48
H 1.81 2.13 2.41
H -0.21 1.23 0.50
H -0.72 2.70 -0.41
H -1.55 3.89 1.58
H -0.77 2.71 2.68
H -3.91 0.42 3.70
H -3.14 1.99 4.29
H -2.09 0.60 3.77
H -5.04 2.78 0.67
H -5.07 2.94 2.49
H -4.03 4.07 1.48
H -1.90 1.02 -1.19
H -2.04 -1.08 -2.53
H -3.25 -3.15 -1.63
H -4.43 -3.02 0.72
H -4.29 -0.91 2.09
Cl 9.05 -0.47 -1.57
C 7.53 -1.19 -2.16
C 6.41 -1.05 -1.16
Cl 6.67 -2.03 0.30
H 7.73 -2.24 -2.39
H 7.27 -0.68 -3.09
H 5.47 -1.39 -1.60
H 6.28 -0.01 -0.85
Cl -4.93 -3.23 3.18
C -5.12 -4.89 3.80
C -6.34 -5.58 3.22
Cl -7.86 -4.86 3.80
H -5.17 -4.85 4.88
H -4.22 -5.44 3.52
H -6.35 -6.63 3.52
H -6.34 -5.54 2.13
Cl 0.23 3.38 -4.45
C 1.84 3.45 -3.70
C 2.91 3.87 -4.69
Cl 3.21 2.64 -5.93
H 2.06 2.48 -3.27
H 1.78 4.18 -2.89
H 3.85 4.03 -4.16
H 2.65 4.80 -5.19
Cl 2.86 -0.11 -4.03
C 2.66 -1.76 -3.38
C 1.43 -2.44 -3.93
Cl -0.08 -1.71 -3.34
H 2.62 -1.69 -2.29
H 3.55 -2.32 -3.66
H 1.42 -3.49 -3.61
H 1.42 -2.42 -5.02
*
```

Summary:
* orbital gap: 7.78 eV

no.,F_max (eV/A)
1,0.54
2,0.92
3,2.47
4,2.90
5,1.05
6,0.98
7,4.34
8,6.79
9,5.16
10,5.03
11,4.35